Entry 1
Density functional theory data (ωB97M-V/def2-TZVPD) for a structure of composition C4H10O3.

Each line ends with the Löwdin charge.
Cartesian coordinates (Å):
C -0.212 1.979 0.598  -0.069
C -0.468 -1.697 -1.370  -0.032
C 0.157 1.008 -0.504  -0.300
C -0.476 -0.839 -0.101  -0.255
O 1.492 0.795 -0.766  -0.037
O 0.702 -0.456 1.921  -0.021
O 0.573 -1.204 0.718  -0.182
H -1.332 2.172 0.568  0.103
H 0.392 2.813 0.416  0.053
H -0.100 1.609 1.632  0.066
H 0.427 -1.457 -1.811  0.048
H -0.513 -2.691 -0.973  0.072
H -1.411 -1.537 -1.900  0.092
H -0.279 1.240 -1.471  0.120
H -1.363 -1.006 0.463  0.111
H 1.937 0.451 0.043  0.111
H 0.473 -1.179 2.537  0.119

LUMO = 0.7970 eV
Orbital gap = 9.27 eV
HOMO energy = -8.472 eV

***

Entry 2
Density functional theory data (ωB97M-V/def2-TZVPD) for a cluster of 3 separate species, C4H10O3 in total.

Each line ends with the Löwdin charge.
Cartesian coordinates (Å):
C 0.355 1.795 -1.706  0.001
C 1.047 0.734 -2.105  -0.210
C 0.545 -0.664 -1.950  -0.125
C 0.912 -1.381 -0.848  -0.188
O 0.075 -2.202 -0.134  -0.005
H 0.566 2.857 -1.796  0.054
H -0.291 1.565 -0.865  0.049
H 1.822 0.735 -2.883  0.094
H -0.013 -1.100 -2.776  0.108
H 1.923 -1.701 -0.573  0.125
H -0.694 -1.627 -0.072  0.084
H -0.725 -2.677 2.993  0.043
H -1.896 -1.817 2.567  0.032
O -0.956 -1.761 2.770  -0.062
H -1.411 2.676 1.972  0.030
H -0.185 2.463 2.730  0.029
O -1.074 2.106 2.677  -0.061

LUMO = 0.7067 eV
Orbital gap = 8.84 eV
HOMO energy = -8.134 eV
Structure (SMILES) = C=C/C=C/O.O.O

***

Referenced to the most stable arrangement, the calculated values in kcal/mol are entry 1 26.4; entry 2 0.0.